DFT (wB97M-V/def2-TZVPD) results for an isolated ion of composition C3H3N2O and charge +1 in a non-equilibrium geometry.

Geometry as XYZ:
```
9
Properties=species:S:1:pos:R:3:forces:R:3
C -0.65601 -1.12928 0.09546 -4.10 -1.44 0.61
C 1.20501 0.21299 -0.12696 4.10 0.27 0.06
C -1.59974 -0.10578 -0.05840 1.92 -1.76 0.26
N 0.60989 -0.99432 0.10175 0.34 2.07 -1.14
N 0.65803 1.27884 0.25320 -1.04 -0.59 0.98
O -2.46554 0.60487 -0.11014 -0.96 0.85 -0.19
H -1.08003 -2.11834 0.29629 -0.11 0.25 0.09
H 2.19694 0.08430 -0.57800 -0.20 0.34 0.09
H 1.13146 2.16671 0.12681 0.05 0.01 -0.75
```
Forces are in eV/Å.

Computed properties:
LUMO level (spin up / spin down) in eV: -4.94 / -9.75
E_HOMO (spin up / spin down) in eV: -14.41 / -16.51
2S+1: 3
Total charge: +1
Strongest force on any atom in hartree/bohr: 0.0853
<S²>: 2.03
E in hartree: -300.4113

---

DFT (wB97M-V/def2-TZVPD) results for a single CH5INP molecule in a non-equilibrium geometry.

Geometry as XYZ:
```
9
Properties=species:S:1:pos:R:3:forces:R:3
C -0.52293 -1.23785 -0.51948 -1.72 7.14 3.39
N -0.02215 1.50004 0.55467 -1.84 -3.55 -0.68
P 0.69305 0.68308 -0.74952 -1.43 -2.39 0.83
I 2.80438 -0.30783 0.22438 -0.18 0.05 -0.04
H 0.07219 -1.99871 -0.70146 2.61 -3.60 -0.95
H -1.39513 -1.03958 -1.07222 -0.71 -0.23 -1.51
H -0.94366 -1.12710 0.54624 1.31 -0.53 -1.23
H -0.90714 1.12247 0.96143 1.49 0.73 -0.34
H 0.22140 2.40548 0.75595 0.46 2.39 0.53
```
Forces are in eV/Å.

Computed properties:
LUMO level in eV: 0.40
E_HOMO in eV: -8.54
Total charge: 0
Strongest force on any atom in hartree/bohr: 0.1573
E in hartree: -734.8756